w.
DFT (ωB97M-V/def2-TZVPD) results for CH4N3P in the gas phase.

Lowest unoccupied orbital energy (alpha / beta) (eV): 0.31 / 0.30
Kohn-Sham gap (alpha / beta) (Ha): 0.317 / 0.317

Element x y z (Å)
C1 -0.446 0.937 -0.469
N1 1.778 0.834 0.094
N2 2.010 -0.310 -0.018
N3 1.181 -1.308 -0.244
P1 -0.565 -0.743 -0.050
H1 -0.920 1.688 0.246
H2 -0.466 1.321 -1.455
H3 1.621 -2.027 -0.776
H4 -0.368 -0.635 1.455

x.
DFT (ωB97M-V/def2-TZVPD) results for 2 unconnected molecules or ions with the total composition CH4N3P.

Lowest unoccupied orbital energy (eV): 0.22
Kohn-Sham gap (Ha): 0.344

Element x y z (Å)
C1 -1.643 -0.159 -0.606
N1 0.936 0.086 1.259
N2 1.703 0.108 0.437
N3 2.478 0.351 -0.427
P1 -1.930 -0.794 0.970
H1 -1.535 0.945 -0.841
H2 -1.510 -0.822 -1.540
H3 3.208 -0.244 -0.847
H4 -1.707 0.530 1.595

w is the most stable structure; the next one sits 0.159 eV above it.

w.
DFT (ωB97M-V/def2-TZVPD) results for a molecular structure, C3H4S3.

Lowest unoccupied orbital energy (eV): -1.06
Kohn-Sham gap (Ha): 0.296

Element x y z (Å)
C1 0.449 -1.738 -1.955
C2 -0.302 -1.402 -1.113
C3 -0.043 0.741 0.627
S1 1.487 1.326 0.459
S2 -1.397 1.437 -0.145
S3 -0.690 -0.086 2.123
H1 1.391 -1.821 -2.377
H2 -0.736 -1.290 0.249
H3 -0.649 2.437 -0.768
H4 0.490 0.395 2.901

x.
DFT (ωB97M-V/def2-TZVPD) results for C3H4S3 in the gas phase.

Structure (SMILES): S=C(S)[C@@H]1CS1
Lowest unoccupied orbital energy (eV): -0.62
Kohn-Sham gap (Ha): 0.305

Element x y z (Å)
C1 -0.674 0.093 0.204
C2 0.702 -0.512 0.555
C3 1.788 0.442 0.926
H1 -1.355 -2.115 0.668
H2 0.617 -1.460 1.093
H3 2.487 0.265 1.721
H4 1.486 1.449 0.904
S1 -1.864 -1.111 -0.049
S2 -1.022 1.636 -0.189
S3 2.004 -0.417 -0.667

y.
DFT (ωB97M-V/def2-TZVPD) results for C3H4S3 in the gas phase.

Structure (SMILES): S=C[C@@H]1S[C@@H]1S
Lowest unoccupied orbital energy (eV): -0.74
Kohn-Sham gap (Ha): 0.286

Element x y z (Å)
C1 -0.314 -0.401 0.640
C2 -1.568 0.088 0.016
C3 1.053 -0.391 0.112
S1 -1.785 1.023 -1.264
S2 0.831 0.835 1.378
S3 1.481 0.118 -1.607
H1 -0.629 -1.108 1.379
H2 -2.331 -0.420 0.419
H3 1.727 -1.147 0.354
H4 1.537 1.404 -1.428

z.
DFT (ωB97M-V/def2-TZVPD) results for 2 unconnected molecules or ions with the total composition C3H4S3.

Lowest unoccupied orbital energy (eV): -0.30
Kohn-Sham gap (Ha): 0.305

Element x y z (Å)
C1 -1.102 -2.174 1.286
C2 0.340 0.341 -1.011
C3 0.575 1.517 -0.137
S1 -2.627 -1.759 1.328
S2 0.313 -2.698 1.277
S3 1.379 -0.630 -1.660
H1 -0.684 0.092 -1.294
H2 -0.355 1.826 0.149
H3 1.115 2.293 -0.733
H4 1.047 1.191 0.795

x is the most stable structure; the next one sits 0.064 eV above it.

w.
DFT (ωB97M-V/def2-TZVPD) results for C3H6O2S2 in the gas phase.

Structure (SMILES): CC[C@H]1SS1(=O)=O
Lowest unoccupied orbital energy (eV): -0.07
Kohn-Sham gap (Ha): 0.358

Element x y z (Å)
C1 -0.219 1.604 0.589
C2 0.255 -0.748 0.149
C3 -0.592 0.489 -0.334
O1 -0.936 2.122 3.063
O2 -2.444 0.543 1.741
S1 -1.438 3.028 0.313
S2 -1.423 1.554 1.824
H1 0.684 1.961 0.874
H2 1.285 -0.683 -0.265
H3 -0.407 -1.608 -0.253
H4 0.237 -0.655 1.201
H5 -1.562 0.225 -0.295
H6 -0.159 0.754 -1.394

x.
DFT (ωB97M-V/def2-TZVPD) results for 2 unconnected molecules or ions with the total composition C3H6O2S2.

Lowest unoccupied orbital energy (alpha / beta) (eV): 0.44 / -2.90
Kohn-Sham gap (alpha / beta) (Ha): 0.351 / 0.163

Element x y z (Å)
C1 -1.534 0.940 -0.382
C2 -0.493 -0.046 -0.683
C3 0.328 -1.117 -0.079
O1 -1.576 -0.059 -1.416
O2 0.401 -0.947 1.329
S1 -2.684 0.598 0.954
S2 2.599 1.257 0.089
H1 -1.504 2.032 -0.596
H2 1.391 -1.090 -0.557
H3 -0.227 -2.057 -0.259
H4 0.880 -0.168 1.573
H5 -2.898 -0.594 0.431
H6 3.880 1.012 0.504

w is the most stable structure; the next one sits 2.898 eV above it.

w.
DFT (ωB97M-V/def2-TZVPD) results for C4H6N2O in the gas phase.

Structure (SMILES): Cc1ccnn1O
Lowest unoccupied orbital energy (eV): 0.96
Kohn-Sham gap (Ha): 0.362

Element x y z (Å)
C1 1.578 0.805 -0.829
C2 0.202 0.324 -0.223
C3 -1.154 0.737 -0.334
C4 -1.912 -0.036 0.561
H1 1.973 -0.198 -1.153
H2 1.358 1.375 -1.764
H3 2.227 1.110 -0.017
H4 -1.602 1.324 -1.055
H5 -3.050 -0.010 0.442
H6 0.456 -2.222 1.471
N1 -1.150 -0.924 1.237
N2 0.076 -0.645 0.685
O1 1.000 -1.641 0.978

x.
DFT (ωB97M-V/def2-TZVPD) results for 2 unconnected molecules or ions with the total composition C4H6N2O.

Lowest unoccupied orbital energy (eV): 0.50
Kohn-Sham gap (Ha): 0.362

Element x y z (Å)
N1 -2.409 0.478 -1.255
C1 -1.713 0.262 -0.288
O1 -1.125 -0.658 0.473
C2 0.139 -1.160 0.010
C3 1.301 -0.330 0.560
C4 1.522 0.919 -0.177
N2 1.703 1.889 -0.779
H1 -1.815 1.518 -0.439
H2 -1.278 1.472 0.441
H3 0.144 -1.198 -1.083
H4 0.199 -2.175 0.407
H5 1.107 -0.097 1.612
H6 2.223 -0.920 0.517

y.
DFT (ωB97M-V/def2-TZVPD) results for C4H6N2O in the gas phase.

Lowest unoccupied orbital energy (eV): 0.60
Kohn-Sham gap (Ha): 0.335

Element x y z (Å)
N1 1.211 -1.424 -1.399
C1 0.641 -0.566 -0.493
C2 1.178 0.851 -0.446
O1 -1.916 1.056 0.814
N2 0.411 1.389 0.477
C3 -0.637 0.542 1.081
C4 -0.337 -0.766 0.412
H1 0.678 -2.235 -1.675
H2 1.683 -0.955 -2.158
H3 -2.071 0.897 -0.129
H4 0.476 2.366 0.735
H5 -0.541 0.545 2.172
H6 -0.887 -1.673 0.634

y is the most stable structure; the next one sits 0.974 eV above it.

w.
DFT (ωB97M-V/def2-TZVPD) results for 2 unconnected molecules or ions with the total composition C4H6N2O.

Lowest unoccupied orbital energy (eV): 0.36
Kohn-Sham gap (Ha): 0.302

Element x y z (Å)
N1 -1.857 1.025 -0.541
C1 -0.595 0.527 -0.376
C2 -0.224 -0.856 -0.647
O1 -0.611 -1.738 0.219
N2 1.167 -0.902 -0.757
C3 1.456 -0.070 0.368
C4 0.487 0.999 0.319
H1 -2.571 0.323 -0.684
H2 -2.133 1.773 0.080
H3 0.365 -1.225 1.089
H4 1.486 -1.856 -0.636
H5 2.497 0.105 0.642
H6 0.533 1.896 0.924

x.
DFT (ωB97M-V/def2-TZVPD) results for a molecular structure, C4H6N2O.

Lowest unoccupied orbital energy (eV): 0.64
Kohn-Sham gap (Ha): 0.333

Element x y z (Å)
O1 -1.273 -2.025 -0.827
C1 -0.867 -0.935 -0.506
N1 -1.252 -0.165 0.557
C2 -0.416 0.999 0.722
C3 0.746 0.722 -0.232
C4 1.460 -0.917 -0.856
N2 0.206 -0.247 -1.188
H1 -1.871 -0.519 1.270
H2 -0.014 1.136 1.721
H3 -0.991 1.900 0.401
H4 1.091 1.638 -0.706
H5 1.963 0.161 -0.177
H6 1.197 -1.705 -0.099

w is the most stable structure; the next one sits 0.186 eV above it.

w.
DFT (ωB97M-V/def2-TZVPD) results for a molecular structure, C2H9NO2.

Lowest unoccupied orbital energy (eV): 0.57
Kohn-Sham gap (Ha): 0.362

Element x y z (Å)
C1 1.737 -0.180 -0.622
C2 1.659 0.142 0.785
N1 0.363 -0.331 0.405
H1 2.106 0.526 -1.341
H2 2.250 -1.120 -0.807
H3 0.482 -0.557 -0.761
H4 2.204 -0.507 1.476
H5 1.829 1.166 1.100
H6 -0.521 0.990 -1.017
H7 -1.863 0.538 -0.817
O1 -1.380 1.094 -1.442
H8 -3.599 -0.599 1.486
H9 -2.165 -0.624 0.889
O2 -3.102 -0.537 0.666

x.
DFT (ωB97M-V/def2-TZVPD) results for 2 unconnected molecules or ions with the total composition C2H9NO2.

Structure (SMILES): NCO.CO
Lowest unoccupied orbital energy (eV): 0.65
Kohn-Sham gap (Ha): 0.372

Element x y z (Å)
C1 -1.495 0.659 1.518
O1 -1.615 0.803 0.097
H1 -2.326 1.154 2.020
H2 -1.504 -0.368 1.911
H3 -0.506 1.069 1.709
H4 -2.533 0.667 -0.123
N1 0.726 -1.324 -0.539
C2 1.768 -0.578 -1.158
O2 1.807 0.824 -0.793
H5 -0.162 -1.140 -0.959
H6 0.613 -1.140 0.443
H7 2.751 -1.023 -1.006
H8 1.584 -0.646 -2.230
H9 0.893 1.043 -0.889

y.
DFT (ωB97M-V/def2-TZVPD) results for 2 unconnected molecules or ions with the total composition C2H9NO2.

Structure (SMILES): NCCO.O
Lowest unoccupied orbital energy (eV): 0.82
Kohn-Sham gap (Ha): 0.372

Element x y z (Å)
C1 -0.652 0.740 1.221
O1 0.553 1.386 0.788
C2 -0.310 -0.848 1.017
N1 0.554 -1.132 -0.108
H1 -0.756 1.111 2.240
H2 -1.592 1.035 0.670
H3 0.501 1.537 -0.177
H4 0.006 -1.279 1.967
H5 -1.300 -1.155 0.625
H6 1.195 -1.904 0.008
H7 1.195 -0.435 -0.507
H8 -0.590 0.437 -2.628
H9 0.846 -0.119 -2.366
O2 0.349 0.627 -2.750

x is the most stable structure; the next one sits 0.421 eV above it.

w.
DFT (ωB97M-V/def2-TZVPD) results for C4H8N4 in the gas phase.

Structure (SMILES): [H]/N=C(\NN=C)[C@@H]1CN1
Lowest unoccupied orbital energy (eV): 0.94
Kohn-Sham gap (Ha): 0.357

Element x y z (Å)
C1 -2.021 -1.290 -0.108
C2 0.022 0.750 -0.127
C3 0.898 -0.385 0.380
C4 2.389 -0.289 0.188
H1 -3.053 -1.756 0.195
H2 -1.189 -1.487 -1.000
H3 -1.687 1.828 -0.148
H4 0.294 2.881 -0.022
H5 0.292 -0.528 1.258
H6 3.242 -0.544 0.939
H7 2.728 0.622 -0.370
H8 1.484 -2.143 0.103
N1 -2.316 -0.179 0.260
N2 -1.386 0.876 -0.068
N3 0.727 1.862 -0.148
N4 1.569 -1.357 -0.466

x.
DFT (ωB97M-V/def2-TZVPD) results for C4H8N4 in the gas phase.

Structure (SMILES): NCC1=NCC=NN1
Lowest unoccupied orbital energy (eV): 0.80
Kohn-Sham gap (Ha): 0.352

Element x y z (Å)
C1 -1.710 -0.792 -0.124
C2 -0.293 -0.302 -0.115
C3 1.362 1.354 0.035
C4 2.312 0.150 -0.054
H1 -2.289 0.766 1.085
H2 -2.243 1.063 -0.690
H3 -1.771 -1.233 -1.053
H4 -2.063 -1.660 0.550
H5 1.326 1.562 1.163
H6 1.610 2.133 -0.817
H7 3.430 0.181 -0.091
H8 0.235 -2.115 -0.158
N1 -2.442 0.408 0.057
N2 -0.129 0.931 -0.001
N3 2.016 -1.112 -0.066
N4 0.650 -1.334 0.279

x is the most stable structure; the next one sits 2.269 eV above it.

w.
DFT (ωB97M-V/def2-TZVPD) results for C4H8N4 in the gas phase.

Structure (SMILES): [H]/N=C\N=C(\C)N/C=N\[H]
Lowest unoccupied orbital energy (eV): 0.10
Kohn-Sham gap (Ha): 0.356

Element x y z (Å)
C1 -1.150 -1.772 -0.463
C2 -0.373 -0.458 -0.573
C3 -0.216 -0.023 2.058
C4 0.665 1.194 -1.683
H1 -0.336 -2.637 -0.142
H2 -1.919 -1.635 0.444
H3 -1.554 -1.757 -1.663
H4 0.831 0.979 0.755
H5 -0.699 -1.106 2.205
H6 0.128 2.205 2.578
H7 0.144 2.264 -1.883
H8 2.466 0.276 -1.697
N1 0.412 -0.132 0.704
N2 -0.182 1.187 2.903
N3 -0.303 0.220 -1.670
N4 2.086 1.194 -1.873

x.
DFT (ωB97M-V/def2-TZVPD) results for C4H8N4 in the gas phase.

Structure (SMILES): [H]/N=C1\CC/C(=N\[H])NN1
Lowest unoccupied orbital energy (eV): 0.84
Kohn-Sham gap (Ha): 0.329

Element x y z (Å)
C1 1.467 -0.048 -0.042
C2 0.689 1.210 0.322
C3 -0.712 1.226 -0.253
C4 -1.472 -0.021 0.023
H1 3.165 0.810 -0.092
H2 1.230 2.112 0.014
H3 0.665 1.207 1.418
H4 -1.292 2.096 0.099
H5 -0.621 1.307 -1.347
H6 -3.166 0.724 -0.117
H7 -1.184 -1.998 -0.065
H8 1.130 -1.989 0.175
N1 2.728 -0.152 -0.105
N2 -2.704 -0.173 -0.005
N3 -0.642 -1.148 0.242
N4 0.653 -1.166 -0.187

y.
DFT (ωB97M-V/def2-TZVPD) results for C4H8N4 in the gas phase.

Structure (SMILES): C=CN(/C=N/N)N=C
Lowest unoccupied orbital energy (eV): 0.94
Kohn-Sham gap (Ha): 0.320

Element x y z (Å)
C1 0.974 0.210 0.267
C2 -0.980 -1.346 -0.005
C3 -2.322 -1.582 -0.030
C4 -1.074 2.124 -0.270
H1 3.685 -1.008 -0.093
H2 3.335 0.539 0.700
H3 1.112 1.115 0.828
H4 -0.342 -2.211 -0.052
H5 -2.612 -2.669 -0.490
H6 -2.944 -0.618 0.105
H7 -1.824 2.901 -0.295
H8 -0.130 2.369 -0.675
N1 3.132 -0.178 -0.092
N2 1.793 -0.587 -0.311
N3 -0.428 -0.068 0.245
N4 -1.377 1.011 0.169

x is the most stable structure; the next one sits 3.185 eV above it.